No. 1
Formula: C44H111N7O16
Source: the OMol25 dataset
Level of theory: ωB97M-V/def2-TZVPD

Output
- HOMO level (eV) = -8.5
- M (g/mol) = 994.40
- DFT total energy (eV) = -90607.78335
- structure (SMILES) = COCCNCCOC.COCCNCCOC.COCCNCCOC.COCCNCCOC.COCCNCCOC.COCCNCCOC.COCCNCCOC.OCCO
- charge = 0

Last column: Löwdin charge in e.
Atoms and positions in Å:
C: 1.7329 1.5018 8.2529  -0.10
O: 1.4809 2.2669 7.0816  -0.19
C: 1.3557 1.4484 5.9416  -0.25
C: 1.0048 2.2555 4.7293  -0.22
N: 2.1090 3.1385 4.3532  -0.05
C: 1.9399 3.6945 3.0080  -0.20
C: 2.4003 2.6911 1.9538  -0.23
O: 2.2466 3.1960 0.6585  -0.17
C: 1.2202 2.5759 -0.0695  -0.10
H: 1.9683 2.2565 9.0009  0.09
H: 2.5474 0.7997 8.0667  0.09
H: 0.8303 0.9808 8.5896  0.09
H: 0.5346 0.7224 6.0787  0.11
H: 2.3027 0.9161 5.7955  0.13
H: 0.0851 2.8339 4.9031  0.12
H: 0.7913 1.5594 3.9171  0.11
H: 2.1146 3.9015 5.0186  0.11
H: 2.6470 4.5252 2.9191  0.12
H: 0.9260 4.0798 2.8283  0.12
H: 1.8560 1.7479 2.0971  0.10
H: 3.4620 2.5106 2.1278  0.11
H: 0.1990 2.8567 0.2215  0.10
H: 1.3514 1.4894 -0.0607  0.06
H: 1.2648 2.9035 -1.1113  0.09
C: 1.9093 0.2210 -2.6326  -0.12
O: 1.2974 1.0286 -3.6106  -0.19
C: 2.1874 1.6454 -4.5144  -0.20
C: 3.2774 2.4698 -3.8282  -0.21
N: 3.7855 3.5128 -4.6935  -0.06
C: 2.8289 4.5374 -5.0850  -0.21
C: 3.5526 5.7569 -5.6286  -0.23
O: 4.7182 6.0021 -4.8726  -0.20
C: 5.7796 6.6301 -5.5623  -0.10
H: 1.0735 -0.1707 -2.0444  0.07
H: 2.5212 0.8208 -1.9573  0.06
H: 2.3986 -0.7054 -2.9633  0.09
H: 1.6067 2.2197 -5.2349  0.10
H: 2.6576 0.8659 -5.1350  0.13
H: 4.1088 1.7763 -3.6681  0.12
H: 2.9486 2.8286 -2.8406  0.12
H: 4.6103 3.9828 -4.3505  0.10
H: 2.2343 4.8631 -4.2150  0.13
H: 2.1891 4.1303 -5.8677  0.11
H: 2.8979 6.6398 -5.6483  0.12
H: 3.7785 5.6237 -6.6987  0.12
H: 5.8237 6.3674 -6.6219  0.09
H: 6.6838 6.2673 -5.0728  0.09
H: 5.7256 7.7176 -5.4610  0.09
C: -1.5500 3.4406 -5.0570  -0.13
O: -1.6751 3.2717 -3.6807  -0.17
C: -2.4428 2.1547 -3.2972  -0.21
C: -1.8893 0.8002 -3.7451  -0.22
N: -2.7445 -0.2378 -3.2234  -0.06
C: -2.4664 -1.5913 -3.7495  -0.18
C: -3.0459 -1.8424 -5.1183  -0.22
O: -4.4551 -1.8709 -5.0246  -0.18
C: -5.0797 -2.7124 -5.9523  -0.12
H: -1.0589 4.3971 -5.2523  0.09
H: -2.5034 3.4028 -5.5954  0.09
H: -0.8437 2.7217 -5.5012  0.07
H: -3.4591 2.2531 -3.7301  0.13
H: -2.5593 2.1802 -2.2151  0.12
H: -0.9014 0.7403 -3.2819  0.10
H: -1.7088 0.8009 -4.8282  0.11
H: -3.7123 -0.0602 -3.4876  0.11
H: -2.8116 -2.2976 -2.9912  0.11
H: -1.3797 -1.7288 -3.7977  0.11
H: -2.6129 -2.7720 -5.5135  0.12
H: -2.7397 -1.0530 -5.8174  0.12
H: -6.0935 -2.9283 -5.6130  0.09
H: -4.5771 -3.6876 -6.0268  0.09
H: -5.1486 -2.3207 -6.9753  0.09
C: 0.6348 -9.7425 -3.8884  -0.11
O: 1.9909 -9.4036 -3.7688  -0.17
C: 2.2750 -8.0769 -4.0804  -0.24
C: 1.8311 -7.0495 -3.0341  -0.22
N: 2.3138 -5.7267 -3.3071  -0.07
C: 1.4759 -4.8542 -4.1299  -0.19
C: 0.2621 -4.3326 -3.3843  -0.21
O: 0.5047 -3.0925 -2.7188  -0.21
C: 1.2601 -3.2058 -1.5337  -0.12
H: 0.3327 -9.8495 -4.9383  0.09
H: -0.0403 -9.0406 -3.3898  0.08
H: 0.4908 -10.7146 -3.4169  0.09
H: 1.9002 -7.7752 -5.0734  0.12
H: 3.3572 -7.9426 -4.2086  0.12
H: 2.0615 -7.3634 -2.0145  0.13
H: 0.7369 -7.0125 -3.0932  0.10
H: 3.2610 -5.6703 -3.6527  0.11
H: 1.0904 -5.4181 -5.0012  0.11
H: 2.0382 -4.0197 -4.5432  0.13
H: -0.1711 -5.0697 -2.7002  0.12
H: -0.5417 -4.0367 -4.0662  0.11
H: 2.3344 -3.1773 -1.7416  0.08
H: 1.0158 -4.0982 -0.9451  0.10
H: 1.0459 -2.3898 -0.8376  0.06
C: -6.0000 1.6379 9.4948  -0.11
O: -5.1449 1.8433 8.3964  -0.19
C: -3.8504 2.2354 8.7938  -0.24
C: -2.9358 2.1889 7.5897  -0.22
N: -3.0363 0.9057 6.9268  -0.05
C: -2.4191 0.8985 5.6175  -0.21
C: -2.8211 -0.3382 4.8156  -0.23
O: -4.1841 -0.5803 4.9988  -0.19
C: -4.6977 -1.5945 4.1746  -0.10
H: -5.5358 0.9708 10.2262  0.09
H: -6.9113 1.1625 9.1293  0.09
H: -6.3140 2.5837 9.9514  0.09
H: -3.4521 1.6229 9.6110  0.12
H: -3.8663 3.2812 9.1385  0.12
H: -1.9080 2.3882 7.9024  0.12
H: -3.2356 3.0164 6.9194  0.12
H: -4.0190 0.6890 6.8123  0.10
H: -1.3308 0.9938 5.6072  0.08
H: -2.7900 1.7790 5.0502  0.12
H: -2.1944 -1.1651 5.1855  0.13
H: -2.5806 -0.1487 3.7614  0.10
H: -4.2593 -2.5663 4.4351  0.09
H: -4.4868 -1.4049 3.1131  0.07
H: -5.7764 -1.6392 4.3026  0.09
C: 8.1307 4.5735 2.8678  -0.10
O: 8.9053 4.4068 1.6972  -0.21
C: 9.4196 3.1043 1.5637  -0.21
C: 8.3694 2.1358 0.9825  -0.22
N: 7.4783 2.8081 0.0306  -0.04
C: 6.1006 2.3975 0.1733  -0.22
C: 5.9276 0.9501 -0.2628  -0.24
O: 4.6701 0.4925 0.1471  -0.19
C: 4.3010 -0.7204 -0.5102  -0.09
H: 7.4743 3.7217 3.0761  0.09
H: 7.5006 5.4476 2.7043  0.09
H: 8.7555 4.7594 3.7479  0.09
H: 9.7665 2.7315 2.5330  0.12
H: 10.2705 3.1341 0.8859  0.12
H: 7.7999 1.6116 1.7632  0.11
H: 8.9729 1.3414 0.5220  0.11
H: 7.5716 3.7836 0.3114  0.10
H: 5.5090 2.9821 -0.5436  0.12
H: 5.5537 2.6390 1.0986  0.11
H: 6.7373 0.2672 0.0236  0.12
H: 5.9492 0.9757 -1.3663  0.12
H: 4.4162 -0.5533 -1.5822  0.08
H: 3.2891 -0.9178 -0.1690  0.07
H: 4.9521 -1.5326 -0.1650  0.10
C: -7.7656 -5.9474 1.8484  -0.12
O: -7.5682 -4.9241 0.9091  -0.21
C: -7.6756 -3.6041 1.4429  -0.21
C: -6.9160 -2.6728 0.5122  -0.23
N: -5.5409 -3.0918 0.3351  -0.04
C: -4.8522 -2.3173 -0.7027  -0.19
C: -4.6656 -0.8719 -0.3278  -0.23
O: -5.7728 -0.0652 -0.7364  -0.20
C: -5.8548 1.1429 -0.0412  -0.12
H: -7.0371 -5.8770 2.6666  0.09
H: -7.5842 -6.9085 1.3651  0.08
H: -8.7860 -5.9824 2.2484  0.09
H: -7.2530 -3.5508 2.4485  0.12
H: -8.7286 -3.3269 1.3281  0.13
H: -6.9945 -1.6885 0.9885  0.12
H: -7.5196 -2.5685 -0.4036  0.13
H: -5.5823 -4.0751 0.0895  0.10
H: -5.2570 -2.3843 -1.7185  0.13
H: -3.8425 -2.7431 -0.6334  0.11
H: -3.7560 -0.5051 -0.8212  0.09
H: -4.5465 -0.6570 0.7424  0.10
H: -6.8345 1.5903 -0.2149  0.09
H: -5.1165 1.8773 -0.3925  0.09
H: -5.7368 0.9947 1.0402  0.08
C: -0.3652 -0.3581 1.6168  -0.25
C: -1.1803 -0.7794 0.4478  -0.23
O: -0.9109 0.0431 -0.6830  -0.08
O: 0.9851 -0.7916 1.5282  -0.06
H: -0.8512 -0.7647 2.5086  0.11
H: -0.3906 0.7182 1.8369  0.11
H: -2.2509 -0.7177 0.6700  0.09
H: -0.9941 -1.8141 0.1384  0.12
H: -1.2896 -0.2967 -1.5061  0.05
H: 1.3959 -0.2626 0.8359  0.04


No. 2
Formula: C28H96O34
Source: the OMol25 dataset
Level of theory: ωB97M-V/def2-TZVPD

Output
- HOMO level (eV) = -8.9
- M (g/mol) = 977.04
- DFT total energy (eV) = -100199.77569
- charge = 0

Last column: Löwdin charge in e.
Atoms and positions in Å:
O: -6.1437 -14.7403 -15.5618  -0.03
H: -5.4390 -14.1080 -15.4211  0.09
H: -5.9373 -15.4650 -14.9715  0.04
O: -8.5814 -21.3380 -12.9739  -0.03
H: -9.2628 -21.9034 -12.6103  0.00
H: -8.6969 -20.5020 -12.5222  0.02
O: -6.2415 -14.2896 -18.1889  -0.05
H: -6.1163 -14.5226 -17.2690  -0.02
H: -5.8078 -14.9907 -18.6753  -0.01
O: -3.2792 -21.8313 -16.6809  -0.06
H: -2.9570 -21.9562 -17.5735  -0.03
H: -3.7426 -20.9943 -16.7079  -0.02
O: -8.6231 -13.7684 -19.4257  -0.06
H: -7.8620 -13.8819 -18.8563  -0.03
H: -8.7311 -12.8198 -19.4955  0.03
O: -9.0184 -19.1091 -11.0733  -0.04
H: -9.9151 -18.9828 -11.3834  0.00
H: -8.9134 -18.4646 -10.3735  0.05
C: -4.3108 -17.4980 -14.2844  -0.21
C: -4.2676 -17.8519 -15.7904  -0.22
O: -4.5415 -19.2094 -16.0422  -0.07
O: -5.6510 -17.2237 -13.9506  -0.08
H: -3.6744 -16.6303 -14.1103  0.11
H: -3.9421 -18.3123 -13.6607  0.13
H: -3.3002 -17.6027 -16.2265  0.12
H: -4.9450 -17.2832 -16.4275  0.10
H: -5.4236 -19.4297 -15.7340  0.07
H: -5.6982 -17.5132 -13.0365  0.03
C: -13.0693 -14.0538 -16.1811  -0.22
C: -13.1459 -15.5616 -15.8847  -0.24
O: -13.6689 -16.3353 -16.9556  -0.08
O: -12.7367 -13.4426 -14.9395  -0.07
H: -14.0822 -13.8279 -16.5143  0.12
H: -12.3669 -13.8336 -16.9850  0.12
H: -13.7894 -15.7494 -15.0252  0.11
H: -12.1305 -15.8973 -15.6742  0.10
H: -13.4801 -17.2254 -16.6497  0.01
H: -12.3517 -12.5889 -15.1504  0.08
C: -5.6062 -23.5361 -12.8523  -0.32
C: -5.7554 -23.1462 -14.3239  -0.19
O: -7.1459 -23.2106 -14.6430  -0.09
O: -5.6299 -24.8330 -12.5625  -0.02
H: -6.4335 -23.0964 -12.2953  0.11
H: -4.7319 -23.0152 -12.4620  0.12
H: -5.2210 -23.8043 -15.0090  0.13
H: -5.3251 -22.1681 -14.5388  0.11
H: -7.6577 -22.7410 -13.9803  0.02
H: -4.7405 -25.1938 -12.5436  0.10
C: -4.8351 -17.9898 -9.5196  -0.24
C: -5.7524 -18.7470 -10.5355  -0.19
O: -6.4547 -17.9769 -11.5102  -0.08
O: -3.5947 -17.5511 -10.0279  -0.05
H: -4.7985 -18.6374 -8.6436  0.11
H: -5.4541 -17.1459 -9.2152  0.11
H: -6.4777 -19.2383 -9.8868  0.11
H: -5.2419 -19.5037 -11.1313  0.13
H: -7.3776 -18.0803 -11.2670  0.04
H: -3.0261 -17.1843 -9.3470  0.09
C: -10.6088 -24.0499 -13.3245  -0.19
C: -11.5834 -23.3254 -14.2912  -0.22
O: -12.8898 -23.7945 -14.0067  -0.06
O: -10.3993 -23.2623 -12.1780  -0.09
H: -9.6403 -24.2524 -13.7817  0.12
H: -11.0304 -24.9694 -12.9184  0.13
H: -11.3518 -23.4913 -15.3433  0.12
H: -11.4978 -22.2389 -14.3114  0.10
H: -13.4633 -23.4419 -14.6910  0.08
H: -9.9290 -23.7738 -11.5155  0.10
C: -9.2516 -12.9422 -15.4701  -0.22
C: -9.3340 -14.3571 -14.8261  -0.23
O: -8.8204 -15.2025 -15.8162  -0.07
O: -7.9166 -12.4058 -15.4120  -0.05
H: -9.9317 -12.3401 -14.8675  0.10
H: -9.7005 -12.8852 -16.4617  0.11
H: -10.3119 -14.7266 -14.5173  0.09
H: -8.8023 -14.3883 -13.8751  0.12
H: -7.8701 -15.0679 -15.7952  0.02
H: -7.5044 -12.8298 -16.1682  0.05
C: -6.7630 -17.3987 -20.0039  -0.21
C: -5.2528 -17.3680 -19.8518  -0.20
O: -4.7820 -16.0728 -19.4813  -0.07
O: -7.4203 -18.6095 -19.7071  -0.07
H: -6.9215 -17.1356 -21.0497  0.13
H: -7.2784 -16.7158 -19.3286  0.12
H: -4.8117 -17.7740 -20.7621  0.13
H: -4.8982 -18.0044 -19.0410  0.11
H: -3.8969 -16.0387 -19.8516  0.11
H: -8.2862 -18.2919 -19.4408  0.06
C: -12.2067 -15.1767 -10.2896  -0.19
C: -11.5552 -15.5710 -11.7320  -0.17
O: -12.5691 -16.1834 -12.5226  -0.09
O: -13.0304 -14.0391 -10.5592  -0.07
H: -11.4897 -14.9093 -9.5133  0.11
H: -12.6612 -16.0652 -9.8512  0.10
H: -10.7306 -16.2687 -11.5864  0.10
H: -11.1388 -14.7514 -12.3176  0.11
H: -13.1656 -15.4566 -12.7165  0.10
H: -13.3886 -13.6787 -9.7447  0.09
C: -9.3074 -22.7350 -19.3376  -0.24
C: -8.5953 -22.6292 -17.9534  -0.20
O: -7.8871 -23.8376 -17.5438  -0.08
O: -10.0701 -23.9068 -19.5334  -0.06
H: -8.5260 -22.7423 -20.0975  0.11
H: -9.8137 -21.7878 -19.5234  0.10
H: -9.3303 -22.3478 -17.1993  0.10
H: -7.8435 -21.8491 -18.0725  0.10
H: -7.5299 -23.7043 -16.6628  0.03
H: -9.7443 -24.3216 -20.3356  0.08
C: -12.2472 -19.6443 -12.0527  -0.17
C: -13.4629 -19.2280 -11.1540  -0.25
O: -14.1715 -20.3717 -10.8410  -0.03
O: -11.3579 -18.5424 -12.1823  -0.12
H: -12.6863 -19.9512 -13.0020  0.10
H: -11.6677 -20.5062 -11.7219  0.13
H: -14.1275 -18.5344 -11.6692  0.12
H: -12.9849 -18.6965 -10.3311  0.11
H: -15.0204 -20.1000 -10.4845  0.10
H: -11.8566 -17.7468 -12.3821  0.04
C: -3.5283 -21.1419 -19.8426  -0.19
C: -4.8900 -21.1649 -19.0445  -0.20
O: -5.9188 -20.8121 -19.9838  -0.08
O: -2.4744 -21.7819 -19.1381  -0.10
H: -3.2532 -20.1010 -20.0131  0.11
H: -3.6117 -21.7239 -20.7605  0.12
H: -4.9607 -20.5679 -18.1353  0.09
H: -5.0487 -22.2203 -18.8229  0.12
H: -6.3347 -19.9648 -19.8087  0.01
H: -1.7351 -21.7614 -19.7502  0.10
C: -14.1389 -19.6642 -15.8008  -0.17
C: -15.4446 -18.9317 -15.9404  -0.19
O: -16.4542 -19.5815 -15.0645  -0.09
O: -12.9831 -18.8803 -16.2756  -0.09
H: -14.1974 -20.6451 -16.2723  0.12
H: -14.0041 -19.8983 -14.7448  0.10
H: -15.8996 -18.9119 -16.9307  0.13
H: -15.3388 -17.9191 -15.5510  0.11
H: -17.2855 -19.2075 -15.3657  0.07
H: -12.1529 -19.3146 -16.0661  0.05
C: -9.5810 -18.4218 -15.3842  -0.22
C: -8.4873 -19.0432 -16.2774  -0.17
O: -7.8294 -20.2165 -15.7284  -0.06
O: -10.5712 -19.3571 -15.0300  -0.07
H: -10.0722 -17.4993 -15.6937  0.09
H: -9.0761 -17.9222 -14.5575  0.12
H: -7.7783 -18.2968 -16.6354  0.11
H: -8.9845 -19.3312 -17.2037  0.10
H: -8.2796 -20.6114 -14.9781  0.04
H: -10.9440 -19.2412 -14.1530  0.05
C: -11.1726 -17.2136 -18.7166  -0.22
C: -11.7247 -18.5202 -19.2195  -0.31
O: -11.9087 -18.4650 -20.5384  -0.01
O: -9.9090 -16.9705 -19.3321  -0.06
H: -11.1791 -17.1010 -17.6324  0.09
H: -11.8981 -16.4430 -18.9770  0.12
H: -12.7306 -18.5002 -18.8000  0.12
H: -11.1200 -19.3441 -18.8405  0.12
H: -11.1130 -18.1026 -20.9348  0.09
H: -9.8236 -16.0214 -19.4481  0.08


The following relative energy (zero: lowest compared OMol25 entry of this formula, charge and spin) values (in eV) correspond, in order, to the records above: 0.610; 3.222.